Entry 1:
34
Properties=species:S:1:pos:R:3:forces:R:3:nbo_charge:R:1 method="wB97M-V/def2-TZVPD" de_lowest_ev=3.511 orbital_gap_ev=10.948 homo_ev=-13.70 lumo_energy_ev=-2.754 total_charge=+1 max_force_ev_per_a=3.9 total_energy_ha=-519.967585
C -1.741 1.362 1.840 0.72 0.27 -2.30 -0.32
C -0.587 1.174 1.234 1.41 -1.21 -0.67 -0.22
C -0.293 0.528 -0.076 1.63 0.31 -0.20 0.01
C 0.448 -0.848 -0.053 1.31 0.13 0.29 -0.27
C 0.191 -1.669 -1.359 1.83 -0.72 -0.36 -0.64
C 0.040 -1.593 1.209 -0.03 -2.10 0.88 -0.22
C -1.391 -2.116 1.131 -0.26 0.43 -2.06 -0.61
C 1.063 -2.756 1.458 0.57 -0.51 -0.35 -0.61
N 0.430 1.734 -1.039 1.29 -0.21 -0.46 0.05
C -0.544 2.778 -1.376 -3.90 0.23 -0.22 -0.46
N 1.359 2.337 -0.161 1.98 -0.82 0.41 -0.66
N 1.054 1.421 -2.374 0.07 0.16 0.81 -0.68
H -1.610 1.984 2.646 -0.63 0.80 2.48 0.22
H -2.666 1.238 1.328 -0.71 -0.26 0.05 0.21
H 0.353 1.326 1.723 0.05 0.58 0.82 0.21
H -1.138 0.441 -0.645 -2.39 -0.59 -1.41 0.20
H 1.601 -0.861 0.210 -1.90 1.10 -1.34 0.24
H 0.181 -0.967 -2.194 -0.02 -0.14 -0.07 0.20
H 1.222 -2.247 -1.490 -2.69 0.49 -0.06 0.24
H -0.781 -2.293 -1.478 1.98 0.93 0.67 0.25
H 0.226 -0.970 2.076 -0.40 0.43 0.10 0.22
H -1.710 -2.603 2.040 -0.36 0.32 0.29 0.24
H -2.088 -1.284 0.719 0.75 -1.54 1.11 0.19
H -1.369 -2.924 0.342 -0.31 0.77 0.87 0.21
H 1.097 -3.565 0.677 -0.28 0.91 0.45 0.22
H 1.027 -3.317 2.427 -0.49 0.85 -0.66 0.24
H 2.045 -2.252 1.437 -0.05 -0.49 0.12 0.20
H -0.219 3.746 -1.808 0.93 -0.82 0.69 0.26
H -1.170 2.370 -2.254 0.57 0.39 1.67 0.23
H -1.210 2.987 -0.439 1.26 -0.49 -1.87 0.26
H 1.724 3.220 -0.553 0.03 -0.98 0.09 0.40
H 2.110 1.633 0.178 -1.59 1.70 -1.09 0.40
H 0.404 1.075 -3.107 0.54 0.06 1.24 0.40
H 1.943 0.914 -2.271 -0.92 -0.02 0.08 0.40

Entry 2:
39
Properties=species:S:1:pos:R:3:forces:R:3:mulliken_charge:R:1 method="wB97M-V/def2-TZVPD" de_lowest_ev=2.178 orbital_gap_ev="5.878 / 5.777" homo_ev="-15.69 / -15.72" lumo_energy_ev="-9.810 / -9.942" total_charge=+2 max_force_ev_per_a=2.0 total_energy_ha=-2321.648524
I -0.029 2.389 0.472 0.00 0.96 0.35 0.19
I -0.020 -2.323 0.663 0.01 -0.95 0.46 0.20
Tl 0.022 -0.039 -1.230 -0.11 -0.04 -0.66 0.86
P -2.568 -0.007 -0.340 -1.74 0.02 -0.97 0.41
C -3.333 0.061 1.320 1.02 0.02 0.45 -1.12
C -3.349 1.373 -1.244 0.64 0.28 -0.05 -1.13
H -4.424 1.191 -1.391 0.36 0.04 0.16 0.43
H -4.430 -1.280 -1.285 0.37 -0.02 0.16 0.43
H -2.851 1.464 -2.221 -0.30 0.05 0.17 0.35
H -2.859 -1.620 -2.096 -0.30 -0.05 0.17 0.35
H -2.973 0.973 1.816 -0.23 -0.25 -0.02 0.35
H -3.181 2.301 -0.681 -0.20 -0.17 -0.24 0.37
C -3.355 -1.452 -1.128 0.67 -0.31 -0.04 -1.14
H -4.437 0.058 1.285 0.51 -0.01 -0.35 0.43
H -3.186 -2.333 -0.494 -0.20 0.15 -0.26 0.37
H -2.970 -0.805 1.891 -0.23 0.25 -0.04 0.35
P 2.576 0.010 -0.330 1.70 -0.03 -1.13 0.47
C 3.367 0.082 1.314 -0.98 0.02 0.53 -1.13
C 3.357 -1.434 -1.128 -0.65 -0.22 0.03 -1.15
H 2.829 1.476 -2.221 0.29 0.05 0.16 0.36
H 4.410 1.210 -1.401 -0.35 0.07 0.14 0.43
H 3.169 2.320 -0.687 0.19 -0.15 -0.24 0.38
C 3.336 1.392 -1.249 -0.60 0.24 0.00 -1.15
H 2.859 -1.595 -2.095 0.29 -0.05 0.14 0.36
H 4.431 -1.260 -1.283 -0.34 -0.05 0.14 0.43
H 4.469 0.096 1.252 -0.50 -0.02 -0.32 0.44
H 3.032 -0.793 1.889 0.22 0.24 -0.06 0.35
H 3.186 -2.315 -0.496 0.20 0.12 -0.25 0.37
H 3.005 0.987 1.822 0.24 -0.23 -0.03 0.34
Cl 0.006 -0.144 -3.723 0.02 0.07 1.72 -0.32
C -0.540 -0.356 5.812 -0.40 -0.25 0.06 -1.12
C 0.521 0.351 4.960 0.22 0.11 0.72 -0.22
C 0.257 0.195 3.552 -0.30 -0.20 -1.83 0.06
N 0.031 0.058 2.419 0.28 0.17 1.17 -0.14
H -1.538 0.050 5.612 0.23 -0.04 0.08 0.33
H -0.322 -0.223 6.874 0.02 0.01 -0.21 0.34
H -0.566 -1.431 5.597 0.06 0.23 0.07 0.34
H 0.549 1.424 5.186 0.02 -0.15 -0.09 0.29
H 1.521 -0.051 5.169 -0.15 0.09 -0.09 0.28

Entry 3:
44
Properties=species:S:1:pos:R:3:forces:R:3:lowdin_spin:R:1 method="wB97M-V/def2-TZVPD" orbital_gap_ev="5.936 / 6.015" homo_ev="-9.70 / -9.76" lumo_energy_ev="-3.769 / -3.745" total_charge=+1 multiplicity=4 max_force_ev_per_a=3.4 s_squared=3.8276 total_energy_ha=-2125.945326
O 2.081 2.765 -1.773 -0.41 -0.37 -2.36 0.00
H 1.723 3.405 -2.399 0.10 0.61 -0.17 0.00
Cr -0.366 -0.740 -0.479 -0.35 1.75 0.22 2.99
N -1.047 0.365 -2.150 -1.44 1.56 -1.00 -0.05
N -1.257 1.085 0.244 -0.87 1.88 -1.96 0.01
N 0.879 -2.350 -0.540 2.03 -1.34 1.84 0.00
N 0.221 -0.976 1.468 1.93 -2.32 0.66 -0.04
O -0.932 -0.132 -3.320 0.49 -0.14 0.42 -0.04
O 1.449 -2.686 -1.653 -0.69 0.28 -0.03 0.03
O 0.031 -0.168 2.504 -0.73 0.77 0.18 -0.03
O -1.437 1.469 1.487 0.54 -0.78 1.17 0.00
C -1.756 1.970 -0.642 0.79 -1.55 2.67 0.01
C -1.599 1.608 -1.998 1.10 -1.76 -0.98 0.04
C 1.418 -2.778 0.641 -0.97 -0.04 -3.28 0.00
C 0.975 -2.047 1.758 -1.72 2.48 0.45 0.05
C -1.973 2.558 -3.108 -0.18 -0.38 -0.26 0.01
H -1.125 3.232 -3.367 -0.44 -0.39 -0.02 0.00
H -2.809 3.206 -2.783 0.49 -0.41 -0.27 0.00
H -2.286 2.003 -4.010 0.30 0.29 0.37 0.00
C -2.458 3.171 -0.098 -0.24 0.40 -0.19 0.00
H -1.761 3.821 0.462 -0.28 -0.37 -0.09 0.00
H -3.258 2.874 0.607 0.53 0.03 -0.24 0.00
H -2.917 3.769 -0.894 0.18 -0.16 0.22 0.00
C 2.489 -3.798 0.728 0.59 -0.12 0.16 0.00
C 1.413 -2.335 3.148 -0.01 -0.09 0.58 0.01
H 3.025 -3.910 -0.208 -0.17 0.05 -0.25 0.00
H 2.104 -4.777 1.010 -0.16 -0.09 -0.05 0.00
H 3.236 -3.542 1.491 -0.27 0.07 -0.10 0.00
H 0.895 -1.726 3.893 0.03 -0.06 -0.40 0.00
H 2.486 -2.158 3.281 -0.09 -0.03 -0.13 0.00
H 1.227 -3.385 3.391 0.12 0.00 -0.14 0.00
H 1.519 -0.882 -2.077 -0.20 -0.44 -0.39 0.00
H -0.639 0.610 2.117 -0.30 0.21 0.27 0.00
C 2.656 3.217 -0.557 0.54 0.40 1.29 0.00
H 2.033 4.002 -0.174 -0.03 0.38 0.34 0.00
H 3.701 3.504 -0.696 -0.36 0.01 -0.32 0.00
H 2.602 2.354 0.066 0.06 -0.39 0.74 0.00
O 1.537 -0.071 -1.510 1.02 0.88 0.64 0.01
H 1.482 1.996 -1.783 -0.20 -1.11 0.42 0.00
H 2.422 -0.187 -1.092 -0.85 0.00 -0.06 0.00
N -2.010 -2.022 -0.617 -0.17 0.53 -0.02 0.00
H -2.887 -1.543 -0.403 0.17 -0.10 -0.04 0.00
H -1.942 -2.826 -0.010 0.05 -0.18 0.20 0.00
H -2.080 -2.370 -1.571 0.06 0.06 -0.10 0.00